# CH3IS3

The molecule CH3IS3 at a distorted geometry (the ωB97M-V functional and the def2-TZVPD basis, the OMol25 dataset).

The geometry in XYZ format:
```
8
Properties=species:S:1:pos:R:3:mulliken_charge:R:1
C 1.12610 -0.21910 0.87116 -0.80
S 0.86257 0.37630 -0.84695 -0.02
S -0.79856 1.52036 -1.09286 -0.04
S -2.49732 0.49177 -0.51581 -0.14
I -2.70502 -1.28890 -2.00199 0.10
H 2.25483 -0.11986 0.92722 0.27
H 0.97356 -1.23173 1.05682 0.32
H 0.78383 0.47116 1.60242 0.32
```

Results
HOMO = -8.73 eV
Spin multiplicity = 1
SMILES string = CSSSI
Energy above the lowest of the compared OMol25 structures with the same formula, charge and spin = 0.0516 eV
LUMO energy = -0.50 eV
Gap between HOMO and LUMO = 8.22 eV
DFT total energy = -41692.0911 eV

---

# C33H25N18O2S3SeZr

A structure of composition C33H25N18O2S3SeZr at a distorted geometry (the ωB97M-V functional and the def2-TZVPD basis, the OMol25 dataset).

The geometry in XYZ format:
```
83
Properties=species:S:1:pos:R:3:mulliken_charge:R:1
Zr 0.12264 0.10101 -0.07400 0.02
N -3.05145 -1.95426 1.90574 -0.06
C -2.64846 -1.10189 2.91213 0.32
N -2.88662 -1.34290 4.22196 -0.61
N -2.39289 -0.32343 4.86604 -0.41
N -1.84425 0.45766 3.95942 0.50
N -1.99609 0.02111 2.71252 -0.03
C -2.63001 -1.83826 0.60464 0.37
N -3.27322 -2.31835 -0.44865 -0.57
N -2.54036 -1.97079 -1.51844 -0.78
N -1.51565 -1.29351 -1.13492 0.12
N -1.52081 -1.21652 0.21323 0.25
H -3.73757 -2.65700 2.12507 0.28
C 1.72344 3.88921 -3.49142 -0.76
N 2.24105 2.52886 -3.57045 0.09
C 3.47247 2.15049 -4.07479 -0.68
C 3.55233 0.81670 -3.97745 -0.45
N 2.36082 0.37209 -3.40319 0.54
C 1.55422 1.44619 -3.16033 0.29
S 0.01795 1.51552 -2.45978 -0.38
C 1.96048 -1.00055 -3.38211 0.57
C 2.49500 -1.85877 -4.33700 -0.95
C 2.10089 -3.18230 -4.32249 -0.70
C 1.20203 -3.59654 -3.35445 -0.95
C 0.74002 -2.66234 -2.44930 -0.41
N 1.09546 -1.37296 -2.45625 0.57
H 2.45079 4.56135 -3.93705 0.34
H 1.55294 4.16553 -2.45264 0.25
H 0.78101 3.95936 -4.02868 0.35
H 4.19117 2.86107 -4.44646 0.45
H 4.37240 0.15791 -4.19849 0.53
H 3.17078 -1.49180 -5.09494 0.52
H 2.48199 -3.87267 -5.06390 0.45
H 0.86217 -4.62178 -3.30239 0.46
H 0.04837 -2.96566 -1.67763 0.32
O 3.59276 -2.49065 3.21663 -0.35
C 3.86023 -3.05342 2.01639 0.93
C 4.93830 -3.92407 1.87351 -0.82
C 5.25201 -4.46790 0.64261 -0.58
C 4.49217 -4.14616 -0.47207 -0.94
C 3.42193 -3.28600 -0.32947 0.14
C 3.06657 -2.74014 0.90358 -0.72
C 1.96126 -1.74409 0.95586 1.59
O 1.95709 -0.82782 -0.01021 -0.77
N 1.15532 -1.66279 1.98037 -1.05
N 0.66845 -0.30900 1.94233 1.10
C 1.25416 0.53703 2.72331 -0.74
S 1.93806 0.03692 4.25336 -0.01
C 1.49150 1.45874 5.30534 -0.56
C 0.00540 1.56516 5.64153 -0.81
S -1.07664 1.96653 4.23832 0.00
H 4.23988 -2.78959 3.86268 0.30
H 5.53354 -4.16798 2.74671 0.32
H 6.09882 -5.13666 0.55543 0.39
H 4.73844 -4.56067 -1.44125 0.43
H 2.83233 -3.02123 -1.19364 0.34
H 1.87697 2.38660 4.89145 0.25
H 2.03166 1.24048 6.22864 0.55
H -0.14674 2.38053 6.34995 0.54
H -0.38577 0.65212 6.08577 0.41
Se -1.40592 7.67027 1.34562 0.25
N -2.31707 6.44093 0.46138 -0.87
C -1.65087 5.32561 0.58144 0.87
C -2.09889 4.05100 0.05824 0.09
C -3.35931 3.85467 -0.50351 -0.45
C -3.74228 2.58106 -0.86389 -1.37
C -2.85666 1.53463 -0.65417 -0.37
N -1.64108 1.70502 -0.14311 1.00
C -1.25114 2.95204 0.20186 0.25
C 0.05384 3.05479 0.84314 -0.24
N 0.84931 1.93793 0.79258 -0.17
C 1.76240 1.76294 1.90471 0.99
C 2.18333 3.02100 2.59375 -1.25
C 1.56405 4.17694 2.35696 -1.26
C 0.39284 4.20360 1.50482 0.53
C -0.42338 5.38080 1.34773 0.88
N -0.12313 6.55449 1.84843 -0.86
H -4.01992 4.70478 -0.62506 0.58
H -4.71556 2.38340 -1.28877 0.49
H -3.14238 0.52431 -0.91806 0.44
H 2.67288 1.27059 1.53402 0.22
H 3.06454 2.96918 3.22272 0.86
H 1.89343 5.10327 2.81216 0.53
```

Results
HOMO = -9.80 eV
Spin multiplicity = 1
Energy above the lowest of the compared OMol25 structures with the same formula, charge and spin = 4.3118 eV
LUMO energy = -2.93 eV
Gap between HOMO and LUMO = 6.87 eV
DFT total energy = -164671.4519 eV
Charge = +1

---

# CH2N2

The molecule CH2N2 at a distorted geometry (the ωB97M-V functional and the def2-TZVPD basis, the OMol25 dataset).

The geometry in XYZ format:
```
5
Properties=species:S:1:pos:R:3:mulliken_charge:R:1
C -0.01200 -0.03145 -0.01425 0.46
H -1.87435 0.57672 0.03082 0.26
H 1.89622 -0.54476 0.03212 0.25
N -1.21269 -0.12519 -0.02411 -0.47
N 1.20282 0.12469 -0.02457 -0.50
```

Results
HOMO = -9.73 eV
Spin multiplicity = 1
SMILES string = N=C=N
Energy above the lowest of the compared OMol25 structures with the same formula, charge and spin = 0.4366 eV
LUMO energy = 0.98 eV
Gap between HOMO and LUMO = 10.71 eV
DFT total energy = -4048.5783 eV